{
  "formula": "C4H2O",
  "method": "ωB97M-V/def2-TZVPD",
  "symbols": ["O", "C", "C", "C", "C", "H", "H"],
  "xyz": [[-2.857048, 0.236522, -0.101734], [-2.685046, -0.985933, 0.062993], [-0.239950, -0.673117, -0.140539], [-0.420107, 0.630837, -0.172708], [-1.751181, 0.934107, 0.186174], [0.335021, -1.462392, 0.272950], [0.272649, 1.455388, -0.261163]],
  "atomic_forces_ev_per_a": [[-1.5, -1.4, 0.9], [1.8, -1.4, -0.8], [-2.5, -0.8, 0.7], [0.0, -0.5, 0.9], [1.4, 4.4, -1.2], [0.7, -0.4, -0.6], [0.1, 0.1, 0.1]],
  "e_tot_ha": -228.4710,
  "charge": 0,
  "gap_ev": [7.3, 6.7],
  "lumo_ha": [-0.004, -0.054],
  "homo_energy_ev": [-7.424, -8.160],
  "multiplicity": 3,
  "largest_force_ev_per_a": 4.8
}